[1]
C52H147N13O17Sr2 as an isolated structure, computed with wB97M-V/def2-TZVPD.

CARTESIAN COORDINATES (ANGSTROEM)
Sr: -5.538 -11.426 -21.546
Sr: -6.022 -10.965 -18.175
O: -2.366 -16.883 -19.136
O: -6.280 -2.497 -20.553
O: -12.786 -8.051 -19.960
O: -6.477 -16.170 -19.300
O: -1.865 -3.600 -22.347
O: -2.774 -10.873 -24.685
O: -7.367 -11.891 -19.966
O: -2.354 -6.844 -18.158
O: -7.406 -9.624 -16.652
O: -8.208 -5.227 -16.331
O: -11.086 -16.154 -17.160
O: -5.659 -6.235 -23.797
O: -1.522 -9.861 -14.381
O: -5.574 -9.461 -20.127
O: -4.871 -8.399 -11.714
O: -7.783 -12.249 -23.060
O: -4.285 -12.350 -19.446
N: -7.673 -7.850 -18.832
N: -8.253 -1.095 -22.407
N: 0.861 -5.036 -17.823
N: -3.808 -9.704 -17.202
N: -7.251 -9.388 -22.417
N: -9.364 -9.659 -20.483
N: -5.659 -8.016 -15.274
N: -4.812 -13.952 -21.795
N: -8.146 -14.132 -18.315
N: -2.192 -14.234 -19.610
N: -2.466 -0.883 -22.314
N: -2.805 -11.223 -21.772
N: -5.148 -11.823 -24.007
C: -7.646 -2.808 -24.095
C: -5.845 -11.673 -26.325
C: -8.603 -6.301 -17.204
C: -1.049 -8.820 -13.536
C: -3.721 -6.470 -18.147
C: -1.741 -14.750 -18.314
C: -7.530 -12.437 -24.438
C: -2.608 -9.947 -22.446
C: -1.942 -10.128 -23.826
C: -11.463 -8.194 -20.433
C: -4.748 -9.367 -10.694
C: -2.269 -9.277 -15.467
C: -9.738 -15.963 -17.555
C: -7.312 -5.390 -19.343
C: -6.727 -6.868 -13.483
C: -11.458 -15.859 -15.789
C: -0.872 -0.321 -23.913
C: -6.112 -16.793 -18.099
C: -0.985 -2.648 -22.833
C: -2.852 -14.631 -17.316
C: -5.793 -7.387 -22.996
C: -5.020 -2.704 -19.979
C: -1.741 -1.450 -23.405
C: -4.450 -5.628 -23.528
C: -10.882 -9.869 -18.582
C: -1.273 -16.194 -18.567
C: -5.170 -8.842 -13.021
C: -2.124 -18.042 -19.906
C: -2.746 -10.317 -16.465
C: -8.923 -5.077 -15.133
C: -1.266 -4.760 -21.749
C: -5.398 -15.482 -19.957
C: -7.514 -6.542 -18.243
C: -6.275 -2.499 -21.957
C: -6.394 -15.782 -22.393
C: -13.435 -6.739 -20.027
C: -10.085 -14.525 -19.559
C: -0.036 -6.141 -18.076
C: 0.488 -7.321 -17.254
C: -7.638 -2.406 -22.608
C: -2.412 -10.858 -26.017
C: -1.813 -9.013 -21.488
C: -1.625 -10.755 -17.492
C: -6.328 -11.542 -24.832
C: -9.566 -14.534 -18.170
C: -7.169 -8.084 -23.065
C: -1.501 -5.781 -17.655
C: -8.206 -7.113 -22.592
C: -5.459 -7.591 -13.900
C: -5.888 -14.804 -21.291
C: -10.824 -9.587 -20.120
C: -9.045 -12.628 -22.609
H: -7.690 -0.452 -22.944
H: -2.228 -8.968 -20.481
H: -6.997 -17.225 -17.633
H: -3.132 -8.742 -15.070
H: -4.253 -9.313 -13.374
H: -1.810 -9.156 -24.303
H: -13.463 -6.344 -21.042
H: -3.006 -1.622 -21.887
H: -0.145 -8.177 -17.487
H: -7.115 -4.436 -18.853
H: -14.476 -6.722 -19.702
H: -4.265 -7.148 -18.803
H: -4.062 -14.531 -22.144
H: -7.742 -7.253 -13.586
H: -9.927 -4.768 -15.427
H: -7.188 -16.447 -22.053
H: -6.927 -2.229 -24.674
H: -6.601 -6.611 -17.652
H: -0.127 -0.091 -23.152
H: -3.122 -11.194 -15.937
H: -9.224 -12.263 -21.597
H: -6.659 -5.897 -13.974
H: -2.962 -11.652 -26.522
H: -8.143 -5.197 -20.021
H: -11.479 -8.027 -21.510
H: -0.909 -14.139 -17.963
H: -7.340 -13.493 -24.631
H: -8.244 -9.552 -22.338
H: -6.289 -8.803 -15.208
H: -11.901 -9.921 -18.199
H: -0.243 -8.212 -13.947
H: -1.541 -18.739 -19.305
H: -5.081 -8.075 -23.452
H: -9.848 -12.230 -23.230
H: -5.715 -9.772 -10.397
H: -6.709 -10.533 -24.676
H: -12.878 -5.999 -19.452
H: -6.809 -8.152 -19.261
H: -9.160 -15.907 -16.633
H: -3.536 -12.247 -18.827
H: -0.079 -6.353 -19.144
H: -11.350 -10.429 -20.570
H: -4.314 -11.400 -24.390
H: -0.602 -9.199 -12.617
H: -3.952 -10.084 -10.896
H: -8.222 -6.198 -23.184
H: 1.502 -7.639 -17.497
H: -3.592 -9.502 -22.587
H: -10.980 -16.488 -15.038
H: -5.047 -12.801 -24.236
H: -1.846 -8.162 -13.190
H: -6.761 -14.185 -21.081
H: -4.890 -14.771 -19.306
H: -5.006 -2.576 -18.897
H: -6.627 -6.608 -12.430
H: -1.344 -9.986 -18.211
H: -8.449 -4.319 -14.510
H: -6.791 -15.140 -23.179
H: -8.825 -8.950 -20.007
H: -9.202 -7.553 -22.641
H: -7.709 -8.441 -18.014
H: -5.387 -17.556 -18.380
H: -4.408 -13.555 -20.958
H: -9.603 -15.239 -20.225
H: -9.350 -16.782 -18.160
H: -1.353 -11.073 -26.161
H: -9.874 -13.526 -19.941
H: -7.009 -9.229 -21.450
H: -8.664 -2.646 -24.451
H: -2.553 -9.861 -26.434
H: -3.988 -5.537 -18.643
H: -8.816 -7.174 -16.587
H: -4.319 -4.922 -24.348
H: -0.274 -3.040 -23.561
H: -6.570 -11.820 -27.126
H: -9.049 -6.030 -14.620
H: -7.355 -8.173 -24.135
H: -2.694 -15.029 -19.980
H: -0.461 -4.475 -21.071
H: -5.735 -3.361 -22.349
H: -4.666 -6.843 -13.860
H: -9.115 -13.708 -22.480
H: -7.837 -8.905 -16.150
H: -1.621 -17.888 -20.861
H: -4.462 -8.804 -9.805
H: -8.422 -12.099 -24.965
H: -0.822 -5.490 -22.427
H: -0.391 -2.343 -21.971
H: -7.984 -6.862 -21.555
H: 0.986 -5.074 -16.822
H: -5.624 -1.663 -22.214
H: -3.169 -13.597 -17.184
H: -4.337 -9.166 -16.530
H: 0.436 -7.273 -16.166
H: -0.452 -16.368 -19.263
H: -3.745 -15.191 -17.594
H: -0.656 -11.000 -17.055
H: -12.519 -15.971 -15.564
H: -6.095 -7.271 -15.799
H: -3.386 -8.937 -17.704
H: -10.901 -7.310 -20.131
H: -4.126 -6.514 -17.136
H: -2.359 -1.799 -24.233
H: -3.540 -6.212 -23.386
H: -5.958 -9.595 -13.054
H: -11.151 -14.749 -19.607
H: -5.520 -7.159 -21.966
H: -3.045 -18.613 -20.022
H: -8.072 -0.697 -21.496
H: -8.969 -10.517 -20.124
H: -0.402 -0.561 -24.867
H: -1.909 -5.390 -21.135
H: -5.205 -10.820 -26.552
H: -4.497 -3.655 -20.090
H: -7.594 -14.880 -18.709
H: -2.924 -13.563 -19.424
H: -7.350 -3.857 -24.092
H: -8.306 -12.032 -20.195
H: -1.683 -5.801 -16.581
H: -10.365 -9.083 -18.031
H: 0.386 -4.145 -17.861
H: -1.416 0.615 -24.037
H: -1.672 -8.464 -15.881
H: -0.989 -10.638 -23.686
H: -10.491 -10.852 -18.319
H: -5.803 -16.107 -17.311
H: -5.179 -12.533 -26.393
H: -2.902 -11.174 -20.768
H: -10.203 -13.873 -17.583
H: -4.210 -2.039 -20.277
H: -0.741 -9.192 -21.406
H: -4.677 -16.269 -20.177
H: -2.601 -14.969 -16.311
H: -5.223 -8.559 -19.993
H: -11.127 -14.836 -15.610
H: -0.928 -16.673 -17.652
H: -6.355 -5.549 -19.840
H: -1.706 -4.810 -18.107
H: -5.599 -16.369 -22.852
H: -2.010 -7.987 -21.799
H: -4.532 -4.993 -22.646
H: -9.616 -6.123 -17.566
H: -7.984 -13.367 -18.954
H: -2.012 -11.592 -18.074
H: -1.995 -11.822 -21.852
H: -1.789 -0.757 -21.575
H: -8.299 -3.116 -22.111

As for the HOMO-LUMO gap: 8.150 eV. Its spin multiplicity is 1. The calculation puts the HOMO energy at -7.92 eV. The value obtained for the lowest unoccupied orbital energy is 0.009 hartree.



[2]
C10H12F9N4OPtSe2Te2 as an isolated structure, computed with wB97M-V/def2-TZVPD.

CARTESIAN COORDINATES (ANGSTROEM)
Pt: -0.724 -0.883 -1.915
Te: -0.954 -0.540 -5.338
Te: -2.560 -1.740 -3.480
Se: -0.349 1.098 -3.507
Se: -1.159 -3.304 -2.134
F: -2.216 -0.266 2.583
F: -4.839 1.959 0.213
F: -2.487 3.467 0.934
F: -3.358 2.215 -1.336
F: -4.192 0.264 -0.964
F: -2.826 -1.300 0.797
F: -3.435 2.379 2.547
F: -4.275 -0.162 1.922
F: -1.297 2.269 2.272
O: -1.442 0.885 0.008
N: 3.329 -1.208 -0.450
N: 0.986 -0.610 -0.697
N: 2.528 0.931 0.379
N: 1.885 -1.117 1.507
C: 3.636 0.211 -0.243
C: 0.715 -1.214 0.644
C: 2.151 -1.306 -1.304
C: -2.997 -0.169 1.486
C: 3.006 -1.793 0.855
C: 2.223 0.300 1.664
C: -2.584 1.083 0.630
C: -2.463 2.306 1.611
C: 1.358 0.822 -0.482
C: -3.756 1.393 -0.369
H: 2.347 -0.844 -2.272
H: 3.094 0.385 2.318
H: 0.448 -2.260 0.492
H: 3.859 0.669 -1.209
H: -0.132 -0.675 1.066
H: 1.882 -2.351 -1.456
H: 1.575 1.252 -1.459
H: 1.377 0.816 2.119
H: 0.491 1.316 -0.042
H: 2.752 -2.846 0.716
H: 4.518 0.289 0.398
H: 3.886 -1.723 1.498

As for the HOMO-LUMO gap: 6.154 eV. Its spin multiplicity is 1. As for the net charge: -1. The calculation puts the HOMO energy at -4.39 eV. The value obtained for the lowest unoccupied orbital energy is 0.065 hartree. Its energy above the lowest of the compared OMol25 structures with the same formula, charge and spin is 0.0 kJ/mol.



[3]
C24H17IMgN5 as an isolated structure, computed with wB97M-V/def2-TZVPD.

CARTESIAN COORDINATES (ANGSTROEM)
I: -1.634 0.652 1.624
Mg: 0.141 0.208 -0.534
N: 1.846 1.545 -0.573
N: 2.328 -1.949 2.564
N: 2.737 1.448 0.461
N: 1.654 -0.533 0.810
N: -0.463 1.704 -2.042
C: 2.695 0.390 1.144
C: -3.286 -3.020 -2.105
C: 0.205 3.877 -2.868
C: 4.546 0.974 2.662
C: 5.284 0.750 3.820
C: -4.455 -0.258 0.862
C: -0.984 3.861 -3.671
C: 1.493 -1.607 1.559
C: 3.483 0.107 2.281
C: -1.239 -1.386 -0.843
C: -5.004 -1.864 -0.863
C: 4.055 -1.317 4.159
C: 3.316 -1.035 3.033
C: -5.413 -0.944 0.084
C: -1.928 -3.212 -2.387
C: -0.933 -2.474 -1.738
C: 1.626 2.626 -1.255
C: 5.027 -0.446 4.597
C: -1.563 1.695 -2.776
C: -3.139 -0.358 0.541
C: 0.404 2.763 -2.122
C: -3.645 -2.064 -1.198
C: -2.659 -1.274 -0.529
C: -1.890 2.801 -3.596
H: 5.907 1.449 4.324
H: -2.779 2.850 -4.225
H: 3.904 -2.209 4.762
H: 0.099 -2.723 -1.958
H: -5.765 -2.515 -1.290
H: 4.669 1.852 2.073
H: -1.184 4.679 -4.356
H: -4.069 -3.695 -2.516
H: 0.965 4.616 -2.958
H: -6.451 -0.989 0.400
H: -4.719 0.366 1.712
H: 2.112 -2.713 3.143
H: 5.637 -0.745 5.388
H: -2.246 0.896 -2.661
H: 0.702 -2.281 1.460
H: 2.334 3.478 -1.258
H: -1.722 -3.976 -3.142

As for the HOMO-LUMO gap: 6.220 eV. Its spin multiplicity is 1. As for the net charge: +1. The calculation puts the HOMO energy at -10.10 eV. The value obtained for the lowest unoccupied orbital energy is -0.142 hartree. Its energy above the lowest of the compared OMol25 structures with the same formula, charge and spin is 57.7 kJ/mol.



[4]
C38H39BaN5O4S2Se as an isolated structure, computed with wB97M-V/def2-TZVPD.

CARTESIAN COORDINATES (ANGSTROEM)
Ba: 2.322 0.022 -0.700
Se: -0.684 0.887 -1.967
S: 1.288 -1.560 -5.507
S: 3.314 -5.055 -0.621
O: 0.483 5.929 4.074
O: 2.093 2.307 -0.673
O: 0.095 4.571 5.699
O: 1.137 0.474 1.167
N: 2.085 -1.029 -3.148
N: 2.223 -2.763 -0.788
N: -2.630 -0.780 -0.716
N: -2.693 1.309 -0.026
N: 0.394 4.802 4.538
C: 0.543 2.365 4.162
C: -4.602 1.045 1.616
C: 1.534 -2.863 -4.421
C: -5.468 -1.219 1.642
C: 2.670 -3.606 0.089
C: 1.754 3.119 0.188
C: 7.412 -1.699 4.957
C: 1.964 -2.398 -3.216
C: 6.493 -2.366 2.835
C: -2.055 0.450 -0.870
C: 0.737 1.300 3.340
C: 1.053 1.461 1.949
C: 6.851 -0.438 4.802
C: 0.658 3.684 3.669
C: 4.393 -0.471 0.586
C: -2.410 2.733 0.075
C: 1.041 3.898 2.368
C: -3.681 0.630 0.666
C: -4.551 3.553 -1.116
C: 1.794 1.018 -4.521
C: 2.361 -3.226 -2.076
C: 6.110 -0.141 3.671
C: 2.936 -4.456 -2.178
C: -3.812 -1.583 -3.408
C: 7.231 -2.658 3.971
C: -5.498 0.100 2.092
C: -2.232 -1.996 -1.403
C: 5.118 -0.779 1.526
C: -3.019 3.566 -1.053
C: -2.827 -1.393 -4.556
C: -3.321 -2.551 -2.331
C: 1.268 2.824 1.506
C: -5.134 2.392 -1.924
C: -4.531 -1.642 0.713
C: -3.641 -0.695 0.229
C: 1.777 -0.449 -4.264
C: 5.920 -1.102 2.670
C: 2.689 -3.403 1.561
H: -6.238 0.394 2.824
H: -1.908 -0.919 -4.214
H: -2.570 -2.353 -5.012
H: 3.233 -2.481 1.782
H: -2.792 3.073 1.038
H: 5.663 0.836 3.538
H: 0.301 2.234 5.207
H: 2.079 1.226 -5.550
H: -4.752 -1.970 -3.808
H: -4.689 2.362 -2.921
H: -1.327 2.857 0.074
H: -3.263 -0.756 -5.327
H: -4.624 2.062 1.982
H: 0.796 1.432 -4.356
H: 7.672 -3.640 4.090
H: 1.185 4.913 2.021
H: -4.499 -2.668 0.375
H: -4.175 -2.866 -1.727
H: -4.966 1.430 -1.438
H: -1.330 -1.763 -1.967
H: -4.963 3.541 -0.102
H: 6.353 -3.108 2.059
H: 3.176 -4.239 2.059
H: -4.034 -0.613 -2.951
H: -2.614 3.220 -2.004
H: 1.675 -3.292 1.948
H: 3.179 -5.015 -3.067
H: 1.359 -3.883 -4.720
H: 7.991 -1.930 5.843
H: 0.658 0.287 3.715
H: 2.483 1.519 -3.842
H: -6.192 -1.925 2.026
H: 6.993 0.315 5.567
H: 1.837 4.198 -0.041
H: -2.664 4.589 -0.909
H: -6.211 2.516 -2.040
H: -4.880 4.486 -1.578
H: -1.980 -2.744 -0.648
H: -2.913 -3.446 -2.808

As for the HOMO-LUMO gap: 7.265 eV. Its spin multiplicity is 1. The calculation puts the HOMO energy at -7.31 eV. The value obtained for the lowest unoccupied orbital energy is -0.002 hartree. Its energy above the lowest of the compared OMol25 structures with the same formula, charge and spin is 136.1 kJ/mol.